Record 1
The following is a quantum chemistry calculation of 2 unconnected molecules or ions with the total composition C11H25FN3O5Si at a distorted geometry, from OMol25.

Geometry as XYZ:
```
46
Properties=species:S:1:pos:R:3:lowdin_charge:R:1
C -2.651 1.920 -2.698 -0.07
C -1.691 3.249 -2.394 -0.18
O -1.820 3.517 -0.954 -0.12
N -0.849 4.325 -0.492 0.07
C -0.284 4.102 0.770 -0.12
N 0.775 5.123 1.188 0.09
N -0.746 2.963 1.652 0.03
C 0.363 2.385 2.503 -0.17
C 1.492 1.522 1.686 -0.23
O 1.153 0.112 1.448 -0.26
Si 0.225 -0.128 -0.021 0.48
C -1.662 0.103 0.380 -0.21
C 0.429 -2.023 -0.495 -0.19
C 0.835 0.863 -1.554 -0.21
H -3.134 1.505 -1.689 0.09
H -2.061 1.029 -3.176 0.09
H -3.567 2.183 -3.400 0.10
H -0.601 3.036 -2.764 0.12
H -2.153 4.120 -3.036 0.14
H -0.544 5.136 -1.109 0.21
H 1.597 5.095 0.547 0.11
H 0.286 6.065 1.154 0.12
H -1.488 3.288 2.311 0.16
H -0.103 1.729 3.359 0.15
H 0.956 3.262 3.055 0.13
H 1.790 2.134 0.734 0.11
H 2.463 1.513 2.380 0.15
H -1.839 -0.281 1.489 0.07
H -2.317 -0.612 -0.317 0.07
H -2.064 1.189 0.200 0.00
H -0.624 -2.559 -0.348 0.05
H 1.305 -2.544 0.080 0.05
H 0.632 -2.063 -1.666 0.06
H 0.325 0.526 -2.554 0.06
H 0.703 2.027 -1.331 0.01
H 2.011 0.704 -1.676 0.08
C 1.482 -7.132 1.348 -0.08
C 2.145 -6.241 0.353 -0.33
O 1.084 -5.832 -0.481 0.13
C -0.021 -5.853 0.316 -0.50
O -1.076 -5.307 0.037 0.13
O 0.198 -6.554 1.470 0.08
F 3.034 -6.931 -0.396 0.08
H 1.384 -8.163 0.993 0.15
H 2.001 -7.140 2.310 0.15
H 2.629 -5.361 0.791 0.17
```

Its multiplicity is 1. As for the HOMO energy: -12.5 eV. Its gap between HOMO and LUMO is 7.7 eV. As for the total charge: +1. As for the max |F|: 4.3 eV/Å.

Record 2
The following is a quantum chemistry calculation of a molecular structure, C11H25N2O5P2Tl at a distorted geometry, from OMol25.

Geometry as XYZ:
```
46
Properties=species:S:1:pos:R:3:lowdin_charge:R:1
C 4.422 0.654 -0.700 -0.06
C 3.194 0.419 -0.019 -0.40
N 2.164 -0.130 -0.708 0.06
C 2.317 -0.607 -1.941 -0.35
C 3.563 -0.498 -2.603 -0.06
C 4.632 0.125 -1.962 -0.08
C 3.014 0.610 1.397 -0.31
P 1.509 0.117 2.145 0.85
Tl -2.311 0.837 0.409 0.93
P -0.486 -0.424 -1.862 0.82
C 1.067 -1.196 -2.590 -0.29
O 2.350 3.856 0.698 -0.07
O -0.387 3.531 1.469 -0.18
H 5.237 1.113 -0.159 0.10
H 3.604 -0.898 -3.590 0.09
H 5.568 0.226 -2.519 0.11
C 1.860 -1.608 2.544 -0.22
C 1.017 0.965 3.629 -0.21
H 1.123 -1.088 -3.695 0.09
H 1.018 -2.280 -2.354 0.09
H 2.747 3.046 1.098 0.03
H 3.833 1.116 1.983 0.08
C -1.620 -1.696 -2.523 -0.29
C -0.679 0.847 -3.180 -0.30
H -0.729 2.165 0.021 -0.06
H -0.814 4.230 0.843 0.10
H 0.557 3.726 1.232 0.00
H 2.570 3.847 -0.238 0.05
H 0.364 0.157 1.286 0.00
H -0.797 1.721 -0.609 -0.11
H 2.727 -1.658 3.211 0.06
H 0.979 -2.025 3.035 0.04
H 2.158 -2.138 1.622 0.06
H 1.912 1.255 4.207 0.07
H 0.485 1.884 3.387 0.04
H 0.409 0.260 4.209 0.06
H -0.707 0.369 -4.170 0.04
H -1.613 1.400 -3.007 0.04
H 0.204 1.511 -3.175 0.05
H -1.755 -1.579 -3.607 0.04
H -1.170 -2.684 -2.346 0.05
H -2.599 -1.591 -2.033 0.01
O -5.056 -2.098 0.870 0.07
N -4.279 -1.151 0.761 -0.51
O -3.227 -1.210 -0.061 -0.30
O -4.387 -0.039 1.424 -0.21
```

The value obtained for the energy relative to the best compared isomer or geometry (same formula, charge and spin) is 0.0 kcal per mole. Its multiplicity is 1. As for the HOMO energy: -7.0 eV. Its gap between HOMO and LUMO is 6.6 eV. As for the max |F|: 3.1 eV/Å.

Record 3
The following is a quantum chemistry calculation of a molecular structure, C11H25N5O7Ti at a distorted geometry, from OMol25.

Geometry as XYZ:
```
49
Properties=species:S:1:pos:R:3:lowdin_charge:R:1
O -0.146 -1.177 -3.735 -0.27
H -0.248 -0.937 -4.697 0.05
Ti -0.016 0.313 -0.555 1.02
N 1.314 -1.209 -1.106 -0.17
N -0.821 -1.642 0.094 -0.09
N 0.482 2.265 -0.466 -0.12
N -1.434 1.162 0.722 -0.11
O 2.551 -0.908 -1.091 0.01
O 1.601 2.844 -1.053 -0.03
O -2.407 0.514 1.409 -0.06
O -1.787 -1.835 0.978 -0.13
C -0.288 -2.769 -0.466 -0.21
C 0.908 -2.520 -1.162 -0.22
C -0.222 3.107 0.310 -0.26
C -1.295 2.480 0.991 -0.26
C 1.704 -3.486 -1.943 0.00
H 1.653 -3.227 -3.012 0.10
H 1.310 -4.502 -1.810 0.08
H 2.748 -3.442 -1.610 0.09
C -0.981 -4.082 -0.312 0.00
H -1.950 -4.071 -0.829 0.11
H -1.161 -4.335 0.744 0.09
H -0.372 -4.877 -0.755 0.07
C 0.235 4.501 0.494 -0.01
C -2.136 3.177 1.999 -0.02
H 0.921 4.754 -0.313 0.08
H 0.758 4.597 1.459 0.10
H -0.625 5.186 0.504 0.09
H -2.736 2.486 2.602 0.08
H -2.803 3.890 1.492 0.10
H -1.479 3.760 2.661 0.09
H 1.764 2.200 -1.772 0.07
H -2.204 -0.511 1.183 0.02
C -1.420 0.044 -2.129 -0.22
H -1.095 -0.692 -3.101 -0.05
H -1.544 1.048 -2.597 0.01
H -2.367 -0.309 -1.672 -0.01
O 0.849 0.827 -2.631 -0.28
H 0.541 -0.118 -3.177 0.02
H 1.204 1.287 -3.441 0.10
C 2.178 -0.019 3.431 0.01
C 1.025 -0.321 2.528 -0.49
N 0.018 -1.012 3.057 0.22
O 1.039 0.055 1.315 -0.07
H 1.955 -0.303 4.462 0.08
H 2.409 1.054 3.394 0.10
H 3.056 -0.585 3.091 0.10
H -0.747 -1.388 2.482 0.09
H 0.062 -1.274 4.032 0.12
```

As for the expectation value of S²: 2.10. The value obtained for the energy relative to the best compared isomer or geometry (same formula, charge and spin) is 77.0 kcal per mole. Its multiplicity is 3. As for the HOMO energy (alpha / beta): -5.9 / -6.6 eV. Its gap between HOMO and LUMO (alpha / beta) is 4.9 / 5.3 eV. As for the max |F|: 4.0 eV/Å.